{
  "formula": "C32H36MgN10S",
  "method": "ωB97M-V/def2-TZVPD",
  "total_charge": 2,
  "molar_mass_g_mol": 617.1,
  "max_force_ha_per_bohr": 0.016,
  "homo_lumo_gap_ev": 6.5,
  "symbols": ["S", "Mg", "N", "N", "N", "N", "N", "N", "N", "N", "N", "N", "C", "C", "C", "C", "C", "C", "C", "C", "C", "C", "C", "C", "C", "C", "C", "C", "C", "C", "C", "C", "C", "C", "C", "C", "C", "C", "C", "C", "C", "C", "C", "C", "H", "H", "H", "H", "H", "H", "H", "H", "H", "H", "H", "H", "H", "H", "H", "H", "H", "H", "H", "H", "H", "H", "H", "H", "H", "H", "H", "H", "H", "H", "H", "H", "H", "H", "H", "H"],
  "xyz": [[-1.149613, -7.267535, -2.585847], [0.002845, -0.291619, -0.536043], [-0.018884, -0.028651, 1.416977], [1.074381, -1.783032, -1.428929], [1.753357, -1.373001, 2.028211], [1.102530, 3.653823, -1.191089], [-0.080862, 1.641717, -0.891657], [1.305218, 1.934442, -2.725470], [-1.603391, -1.460404, -1.002104], [1.081551, 0.335238, 3.471653], [-2.199698, -6.158206, -2.089193], [0.205955, -6.406671, -2.618976], [-3.675241, 3.270748, 0.671445], [1.604520, -0.309653, 4.680777], [2.661558, 2.269428, -3.149082], [3.165264, -1.356281, 2.393219], [-1.171627, -2.698882, -1.363880], [-3.170319, 0.690385, 3.256259], [0.590999, 1.007834, -3.598845], [0.749369, 2.418039, -1.583844], [2.157148, -4.167721, -2.334726], [0.271937, -2.860183, -1.634786], [-2.045789, -3.773331, -1.482889], [1.382403, 4.738439, -2.133293], [-3.400030, -3.567171, -1.203766], [-3.830329, -2.314633, -0.836517], [-3.718848, 1.699662, 2.528452], [1.012190, 4.054595, 0.206855], [2.381524, -1.893977, -1.675584], [-3.090775, 3.786180, -0.442901], [0.899533, -0.327825, 2.320872], [-1.809603, 1.663884, 0.949588], [-1.929885, 0.152607, 2.867744], [-1.247162, 0.613838, 1.770791], [-0.127635, -5.192490, -2.221688], [0.789450, -4.076719, -2.074788], [1.209197, -2.679326, 1.678194], [-2.901570, -1.281779, -0.750874], [-1.235150, 2.217659, -0.260232], [2.961018, -3.065540, -2.139378], [-1.504164, -5.049916, -1.917209], [0.579767, 1.685980, 3.696497], [-3.064301, 2.206682, 1.378036], [-1.885449, 3.238260, -0.911693], [2.667420, 2.851834, -4.072246], [-1.463858, 3.614937, -1.838151], [3.770029, -1.574655, 1.510031], [1.717004, -1.377808, 4.535947], [3.403771, -2.105976, 3.151687], [2.405709, 5.099796, -2.030203], [0.703296, 5.566947, -1.925439], [3.174297, 2.831018, -2.373126], [-4.086957, -4.401618, -1.287267], [-0.343024, 1.670857, 4.278168], [2.561595, 0.120990, 4.974557], [0.535061, 1.423332, -4.605244], [3.452057, -0.376353, 2.766081], [1.824766, 4.748695, 0.420799], [1.216130, 4.412650, -3.154867], [-4.619509, 3.659976, 1.034599], [0.895006, -0.152018, 5.493671], [4.023879, -3.105027, -2.336553], [-4.872936, -2.118110, -0.623577], [0.156924, -2.586554, 1.415205], [0.061588, 4.543176, 0.432729], [-4.670082, 2.134628, 2.813339], [-3.675492, 0.301757, 4.131969], [1.334751, 2.246025, 4.246471], [1.752329, -3.108928, 0.832380], [2.566245, -5.107802, -2.689851], [2.984046, -1.010834, -1.489055], [-3.559668, 4.597075, -0.988906], [0.380281, 2.185654, 2.756055], [1.300205, -3.374572, 2.518514], [-1.490725, -0.652783, 3.447759], [1.121957, 3.179899, 0.840668], [-0.420567, 0.853436, -3.235840], [-3.210062, -0.278222, -0.480522], [1.107329, 0.047014, -3.664780], [3.215835, 1.346690, -3.335309]],
  "forces_ev_per_angstrom": [[-0.10, -0.54, -0.20], [0.21, 0.19, -0.14], [0.03, 0.15, 0.54], [0.17, -0.57, -0.31], [-0.14, 0.12, 0.04], [0.17, 0.20, 0.09], [-0.16, 0.53, -0.01], [0.04, -0.17, 0.01], [-0.43, -0.70, -0.07], [0.12, 0.14, 0.27], [0.13, -0.10, 0.01], [-0.15, -0.05, 0.07], [-0.03, -0.01, 0.03], [-0.07, 0.09, -0.11], [-0.07, 0.01, -0.02], [-0.08, -0.02, 0.01], [0.05, 0.34, 0.03], [0.05, -0.05, 0.05], [0.13, 0.07, 0.09], [-0.14, -0.01, -0.09], [0.11, -0.12, -0.08], [0.05, 0.33, 0.06], [0.03, -0.11, -0.09], [-0.06, -0.05, 0.09], [-0.09, -0.12, 0.00], [-0.09, 0.02, -0.02], [-0.04, 0.03, 0.00], [0.00, 0.06, -0.09], [-0.27, 0.13, 0.09], [-0.02, 0.06, -0.08], [-0.12, -0.19, -0.09], [0.10, -0.02, -0.03], [-0.12, -0.06, -0.04], [0.02, -0.01, -0.06], [0.01, 0.38, 0.09], [-0.10, -0.09, 0.01], [0.12, 0.04, -0.07], [0.28, 0.02, -0.09], [0.05, -0.10, 0.03], [0.08, -0.08, -0.04], [0.13, 0.40, 0.05], [0.10, -0.04, 0.07], [0.13, -0.02, -0.03], [-0.04, -0.01, -0.05], [-0.02, 0.01, 0.01], [-0.05, -0.02, 0.05], [-0.02, -0.03, -0.01], [0.00, -0.04, -0.05], [-0.03, 0.02, 0.03], [0.02, -0.01, 0.00], [-0.02, 0.00, 0.03], [-0.03, -0.02, 0.00], [0.02, 0.05, -0.01], [0.01, 0.02, 0.02], [0.02, 0.00, -0.01], [0.02, 0.03, -0.04], [-0.03, 0.00, -0.03], [0.00, -0.02, -0.02], [-0.02, -0.02, 0.00], [0.07, -0.02, -0.01], [-0.03, 0.03, -0.01], [-0.04, 0.01, 0.02], [0.06, -0.01, 0.00], [0.00, 0.00, 0.02], [0.02, 0.01, -0.02], [0.07, -0.01, -0.02], [0.03, 0.01, -0.04], [0.04, 0.01, 0.01], [0.00, 0.00, 0.04], [-0.04, 0.06, 0.04], [-0.03, -0.03, -0.01], [0.05, -0.07, 0.04], [0.04, 0.03, -0.07], [0.00, 0.02, 0.02], [-0.05, 0.02, -0.03], [-0.01, -0.06, 0.05], [-0.05, 0.02, 0.03], [0.05, -0.02, 0.05], [0.00, -0.01, 0.03], [-0.02, -0.01, 0.00]]
}

{
  "formula": "C32H36N2O8",
  "method": "ωB97M-V/def2-TZVPD",
  "molar_mass_g_mol": 576.6,
  "max_force_ha_per_bohr": 0.025,
  "smiles": "CCO[C@@H]1OC(C(=O)N2CCN(Cc3ccc4c(c3)OCO4)CC2)=C[C@H](c2coc3ccccc3c2=O)[C@H]1CCCO",
  "homo_lumo_gap_ev": 8.4,
  "symbols": ["O", "O", "O", "O", "O", "O", "O", "O", "N", "N", "C", "C", "C", "C", "C", "C", "C", "C", "C", "C", "C", "C", "C", "C", "C", "C", "C", "C", "C", "C", "C", "C", "C", "C", "C", "C", "C", "C", "C", "C", "C", "C", "H", "H", "H", "H", "H", "H", "H", "H", "H", "H", "H", "H", "H", "H", "H", "H", "H", "H", "H", "H", "H", "H", "H", "H", "H", "H", "H", "H", "H", "H", "H", "H", "H", "H", "H", "H"],
  "xyz": [[-1.054745, -1.771601, 6.257743], [-0.201351, 1.135791, 0.634827], [2.623777, -3.514308, 0.795386], [2.842476, 1.764338, -0.822721], [-0.437556, -1.166074, 0.360438], [1.115726, -2.550409, 4.466857], [-3.295862, -0.056966, -5.379938], [-1.605101, 1.117418, -6.415807], [1.268232, 3.342896, -0.506007], [-0.648948, 4.621955, -2.121996], [1.563696, -2.843270, 3.363361], [0.067579, 3.884398, 0.078296], [-3.075090, 1.115247, -4.703980], [2.306689, -6.513990, 3.618035], [2.502472, -4.475535, 1.741911], [1.823843, 2.139948, -0.262803], [2.815525, -6.774440, 2.346814], [1.686963, 4.103850, -1.662955], [-2.170315, -0.845180, -1.378854], [1.732828, -1.877247, 2.281196], [-0.237083, -0.349007, 2.575316], [0.564953, 4.076515, -2.703070], [-0.720004, 0.727760, 3.554506], [-0.739590, -0.055615, 1.156462], [-1.613377, 3.035096, -4.853561], [-2.048006, 1.823453, -5.328683], [-1.055986, 3.853656, -0.959852], [-1.611224, -0.803874, 5.409585], [-3.265870, 2.837655, -3.105004], [1.898769, -5.243039, 3.946735], [2.238712, -2.271155, 1.096944], [1.302015, -0.457491, 2.555991], [-0.603819, 0.291654, 5.015860], [-2.236896, 3.545695, -3.709501], [1.167755, 1.240476, 0.743669], [2.914596, -5.768583, 1.412167], [-2.385102, -0.057361, -6.458370], [1.894731, 0.515146, 1.589355], [-1.721147, 4.823035, -3.088953], [-3.708484, 1.609418, -3.590992], [-0.697706, -1.034698, -1.030543], [1.990321, -4.202976, 3.015610], [1.501307, -5.009677, 4.922968], [2.235035, -7.311544, 4.341310], [0.396543, -0.102041, 5.202509], [-2.298064, -0.926990, -2.454692], [-1.764267, 0.967830, 3.337779], [2.965921, 0.634065, 1.583987], [-1.826928, 0.132882, 1.169117], [-1.954102, 4.310494, -0.538806], [-1.275010, 2.801246, -1.206003], [-0.327337, -1.973457, -1.448743], [-4.510180, 1.067737, -3.118110], [-0.105983, -0.207909, -1.445174], [-2.453420, -0.375557, 5.959447], [-0.658357, -1.315147, 2.859897], [2.595361, 3.650330, -2.061261], [-0.734095, 1.161927, 5.660250], [-1.334076, 5.487093, -3.865927], [2.381782, -1.591776, 0.268225], [1.667742, -0.220904, 3.562562], [-1.728291, -0.938987, -6.385299], [1.888004, 5.134909, -1.358723], [0.847630, 4.693448, -3.558526], [0.269554, 4.924767, 0.356441], [-2.771766, -1.609389, -0.892264], [-2.521805, 0.135892, -1.067593], [-0.825157, 3.573120, -5.353586], [-2.939710, -0.097591, -7.409688], [3.136042, -7.773139, 2.091565], [-2.013911, -1.283469, 4.504278], [-0.283624, -2.151007, 5.806817], [3.306615, -5.950946, 0.424079], [-0.219653, 3.324505, 0.964833], [-0.132820, 1.636345, 3.399126], [-3.749404, 3.252058, -2.233248], [-2.531415, 5.338443, -2.566444], [0.429611, 3.036369, -3.046342]],
  "forces_ev_per_angstrom": [[0.27, -0.35, 0.27], [0.31, 0.24, -0.21], [0.10, -0.24, -0.24], [0.11, -0.16, -0.02], [0.06, 0.21, 0.15], [-0.04, 0.06, -0.02], [-0.23, 0.18, 0.43], [0.16, 0.45, 0.19], [-0.01, 0.22, -0.09], [0.04, 0.10, 0.02], [0.17, -0.01, -0.37], [-0.54, -0.03, 0.16], [0.38, 0.39, -0.15], [-0.06, 0.03, 0.15], [-0.15, -0.42, 0.71], [0.16, -0.06, 0.06], [0.00, 0.13, -0.10], [0.18, -0.11, -0.49], [0.38, -0.04, 0.28], [0.19, -0.04, 0.10], [-0.09, 0.24, -0.20], [0.21, 0.11, 0.20], [0.09, -0.19, 0.02], [-0.61, -0.47, 0.53], [-0.09, -0.27, -0.20], [-0.39, -0.21, 0.32], [0.17, 0.09, 0.26], [0.02, 0.20, -0.24], [0.08, 0.16, -0.06], [0.04, -0.02, -0.09], [-0.14, 0.43, 0.45], [-0.21, -0.20, -0.06], [-0.16, -0.03, -0.06], [-0.12, 0.05, 0.06], [0.13, -0.42, 0.22], [0.00, 0.22, -0.14], [0.10, -0.93, -0.89], [-0.23, 0.25, -0.01], [0.00, -0.05, 0.04], [0.03, -0.30, -0.28], [-0.10, 0.01, -0.29], [0.10, -0.10, -0.23], [-0.03, 0.02, 0.07], [-0.01, -0.06, 0.07], [0.00, 0.03, 0.05], [-0.05, 0.02, -0.13], [-0.05, 0.10, -0.05], [0.15, 0.09, -0.14], [0.26, -0.04, -0.03], [-0.05, -0.03, 0.01], [-0.02, 0.06, 0.05], [-0.01, 0.12, -0.06], [-0.12, -0.08, 0.07], [-0.01, -0.14, 0.02], [0.01, 0.00, -0.14], [-0.01, 0.04, -0.01], [-0.10, 0.12, 0.05], [0.07, 0.00, 0.06], [-0.08, 0.03, 0.01], [0.00, -0.02, -0.04], [-0.04, -0.02, -0.09], [-0.13, 0.24, 0.06], [0.01, -0.04, -0.03], [0.01, -0.04, -0.06], [-0.04, -0.08, 0.03], [-0.10, -0.08, 0.02], [-0.09, 0.10, -0.02], [0.14, 0.10, -0.07], [0.09, 0.08, 0.24], [0.03, -0.07, -0.05], [-0.04, 0.09, 0.04], [-0.13, 0.05, 0.05], [0.05, -0.03, -0.11], [0.05, 0.11, -0.03], [-0.05, 0.08, -0.07], [-0.04, 0.07, 0.11], [0.00, 0.02, -0.09], [0.05, 0.05, -0.01]]
}

{
  "formula": "C32H36N4O2",
  "method": "ωB97M-V/def2-TZVPD",
  "molar_mass_g_mol": 508.7,
  "e_above_lowest_kj_mol": 164.7,
  "max_force_ha_per_bohr": 0.031,
  "homo_lumo_gap_ev": 5.8,
  "symbols": ["O", "O", "N", "N", "N", "N", "C", "C", "C", "C", "C", "C", "C", "C", "C", "C", "C", "C", "C", "C", "C", "C", "C", "C", "C", "C", "C", "C", "C", "C", "C", "C", "C", "C", "C", "C", "C", "C", "H", "H", "H", "H", "H", "H", "H", "H", "H", "H", "H", "H", "H", "H", "H", "H", "H", "H", "H", "H", "H", "H", "H", "H", "H", "H", "H", "H", "H", "H", "H", "H", "H", "H", "H", "H"],
  "xyz": [[-1.495673, 4.922248, 2.662361], [-1.663342, 1.148318, 0.075723], [-1.504407, 3.003301, 1.403343], [-1.584914, 5.152631, 0.402667], [-6.028002, -1.706231, 3.631915], [5.966518, -1.691349, 4.349031], [3.550962, -1.625467, 4.233582], [4.877248, 0.447170, 4.044573], [-7.264986, -1.251134, 3.044759], [4.819619, -0.972215, 4.212217], [-4.863507, -1.001484, 3.567476], [-2.526865, -0.735166, 4.163325], [-4.808835, 0.234953, 2.848830], [3.708586, 1.149822, 3.829684], [-1.561726, 2.384202, 0.192495], [3.506557, -3.108741, 4.429008], [-6.024715, 0.736973, 2.138451], [-0.028605, 0.797345, 3.847132], [1.244732, 1.295366, 3.589312], [-3.695012, -1.477191, 4.229344], [-1.245503, 1.269028, 3.384813], [7.279614, -1.084748, 4.365018], [-1.521554, 4.350681, 1.573237], [-3.754894, -2.761263, 4.995388], [-3.641594, 0.969263, 2.847528], [6.017283, -3.137361, 4.353461], [4.745772, -3.797789, 3.855748], [-7.312324, 0.247366, 2.788570], [7.269317, 0.359260, 4.832269], [-4.827958, -3.714611, 4.469365], [-2.449343, 0.513670, 3.477895], [2.429940, 0.530224, 3.827008], [-6.152387, -2.995745, 4.270379], [6.187825, 1.162519, 4.115992], [-1.633849, 6.583514, 0.575386], [-1.556965, 4.596556, -0.825301], [-1.522202, 3.258883, -0.975036], [2.396749, -0.879232, 4.064310], [-2.521856, 6.867664, 1.152631], [-1.509523, 2.794475, -1.944236], [1.435899, -1.394744, 4.079898], [7.921020, -1.693713, 5.015482], [-6.648935, -2.863184, 5.249259], [-1.305219, 2.261591, 2.887649], [-4.989388, -4.536811, 5.173030], [-7.416039, -1.792296, 2.091836], [6.541565, 1.414691, 3.105022], [-4.503533, -4.152536, 3.517507], [4.717418, -3.758107, 2.760331], [2.615312, -3.517834, 3.940995], [-6.828958, -3.610937, 3.659526], [3.431091, -3.359988, 5.499361], [6.232054, -3.473558, 5.384529], [-7.467553, 0.771961, 3.737589], [-6.012081, 0.422649, 1.081005], [-1.670683, 7.041358, -0.416083], [-3.960018, -2.558226, 6.061506], [-2.781715, -3.260338, 4.953866], [-3.610442, 1.922919, 2.317874], [7.707219, -1.138268, 3.345473], [-8.173014, 0.456897, 2.150345], [1.352491, 2.315667, 3.209309], [-0.062759, -0.073185, 4.505739], [3.755549, 2.230726, 3.669279], [-0.752626, 6.942904, 1.120599], [6.874508, -3.446823, 3.738809], [-1.569583, 5.299390, -1.659154], [-6.008590, 1.830154, 2.144194], [6.042242, 2.113304, 4.642153], [8.254480, 0.788539, 4.631417], [-8.085287, -1.551359, 3.715427], [4.774787, -4.851082, 4.148846], [7.103516, 0.395145, 5.914337], [-1.642327, -1.130711, 4.661312]],
  "forces_ev_per_angstrom": [[0.03, -0.05, 0.04], [0.15, 0.59, 0.27], [-0.19, 1.19, -0.30], [0.05, 0.31, 0.91], [0.42, 0.17, 0.01], [0.01, 0.02, 0.05], [-0.01, 0.71, -0.09], [-0.54, -0.57, 0.12], [-0.40, 0.03, -0.58], [-0.37, 0.50, -0.12], [0.08, 0.36, -0.13], [-0.49, 0.02, -0.38], [0.49, -0.19, 0.51], [-0.58, -0.27, -0.02], [-0.12, -0.05, -0.15], [-0.07, -0.56, 0.15], [-0.33, 0.12, -0.45], [1.27, -0.52, 0.79], [-1.31, 0.02, 0.25], [0.40, 0.59, -0.25], [-0.58, 0.41, 0.67], [0.27, 0.20, -0.40], [-0.02, -0.53, -0.88], [-0.07, -0.40, 0.53], [0.21, -0.09, 0.08], [0.02, -0.36, 0.45], [-0.01, 0.12, -0.21], [0.03, -0.06, 0.30], [-0.09, -0.07, 0.15], [0.05, 0.05, -0.26], [-0.19, -0.42, 0.26], [0.79, -0.54, 0.35], [-0.08, -0.30, 0.53], [0.50, 0.40, -0.18], [-0.02, 0.30, 0.16], [0.04, -0.67, -0.50], [-0.05, 0.10, -0.42], [0.36, 0.53, -0.17], [0.19, 0.01, -0.13], [-0.01, 0.02, -0.23], [0.29, 0.08, -0.12], [-0.09, 0.12, -0.10], [0.07, -0.02, -0.19], [0.00, -0.75, 0.04], [0.08, 0.05, -0.13], [-0.05, 0.11, 0.20], [-0.10, -0.06, 0.14], [-0.02, 0.10, 0.11], [-0.03, 0.03, 0.13], [0.06, 0.08, 0.16], [0.15, 0.09, 0.10], [-0.01, 0.13, -0.18], [-0.02, 0.01, -0.22], [0.03, -0.04, -0.06], [0.08, 0.05, 0.26], [-0.01, 0.05, 0.17], [0.06, 0.00, -0.27], [-0.07, 0.09, 0.08], [0.08, -0.26, 0.09], [-0.02, -0.01, 0.23], [0.03, 0.05, 0.08], [-0.06, -0.35, -0.22], [0.19, -0.12, -0.54], [0.04, -0.28, 0.06], [-0.19, -0.05, -0.12], [-0.17, 0.02, 0.07], [0.01, -0.25, 0.14], [0.01, -0.09, -0.12], [0.05, -0.09, -0.17], [-0.10, 0.01, 0.12], [0.18, 0.10, -0.16], [-0.07, 0.10, -0.11], [-0.01, -0.04, -0.09], [-0.27, 0.02, -0.09]]
}